Entry 1:
{"formula": "C6H6O", "method": "wB97M-V/def2-TZVPD", "relative_energy_kcal_mol": 90.61, "spin_multiplicity": 1, "lumo_ev": 1.04, "elements": ["C", "C", "C", "C", "C", "O", "C", "H", "H", "H", "H", "H", "H"], "positions_angstrom": [[-1.53284, -1.87239, 1.30537], [-0.85889, -1.08205, 0.69538], [-0.07948, -0.14452, -0.05446], [1.41641, -0.24441, -0.26993], [0.85141, 0.96792, 0.37716], [0.34047, 1.88315, -0.57723], [-0.63492, 0.90997, -1.00725], [-2.13684, -2.55974, 1.85347], [1.82271, -0.18800, -1.27774], [1.91408, -0.93319, 0.40693], [1.11831, 1.33352, 1.36407], [-1.64669, 1.22270, -0.73334], [-0.57371, 0.70704, -2.08244]], "forces_ev_per_a": [[0.20, 0.29, -0.18], [-0.22, -0.27, 0.19], [-0.13, -0.12, 0.00], [0.13, -0.06, -0.02], [0.21, 0.04, 0.34], [0.07, 0.10, -0.02], [-0.26, -0.12, -0.21], [0.10, 0.08, -0.08], [-0.08, 0.04, 0.14], [-0.09, 0.08, -0.11], [-0.06, -0.05, -0.17], [0.13, 0.01, -0.03], [0.00, -0.02, 0.15]]}

Entry 2:
{"formula": "C6H6O", "method": "wB97M-V/def2-TZVPD", "relative_energy_kcal_mol": 62.90, "spin_multiplicity": 1, "lumo_ev": 0.97, "elements": ["C", "C", "C", "C", "C", "O", "C", "H", "H", "H", "H", "H", "H"], "positions_angstrom": [[-0.86791, -2.82800, 0.74182], [-0.62780, -1.72330, 0.32276], [-0.22678, -0.40382, -0.04502], [0.92831, -0.07153, -0.62040], [1.11367, 1.41335, -0.55074], [-0.04129, 1.90497, 0.11235], [-0.97289, 0.85894, 0.32859], [-1.03925, -3.80405, 1.13923], [1.66706, -0.76370, -1.00811], [2.00798, 1.65403, 0.04275], [1.22407, 1.89659, -1.53185], [-1.86093, 1.00687, -0.30589], [-1.30425, 0.85964, 1.37452]], "forces_ev_per_a": [[0.07, 0.41, -0.15], [-0.10, -0.45, 0.15], [0.22, 0.06, 0.00], [-0.10, -0.02, 0.13], [0.23, -0.06, -0.16], [-0.04, 0.11, 0.00], [-0.22, -0.19, 0.10], [-0.06, 0.16, -0.14], [-0.07, 0.11, 0.11], [-0.11, 0.05, -0.10], [-0.05, -0.09, 0.07], [0.11, -0.09, 0.10], [0.11, 0.01, -0.11]]}

Entry 3:
{"formula": "C6H6O", "method": "wB97M-V/def2-TZVPD", "relative_energy_kcal_mol": 45.45, "s2": 2.01, "spin_multiplicity": 3, "lumo_ev": [1.02, -1.42], "elements": ["C", "C", "C", "C", "C", "C", "O", "H", "H", "H", "H", "H", "H"], "positions_angstrom": [[-0.46453, 0.68702, 0.90507], [1.87375, -0.77480, 0.09899], [0.30363, -0.80657, 0.76647], [-0.40887, -0.99058, -0.62093], [-0.74787, 0.51254, -0.60839], [0.45248, 1.21798, -0.22707], [1.71939, 0.48899, -0.25527], [0.18235, -1.45999, 1.55255], [-1.06044, 1.05688, 1.85712], [0.34590, -1.40213, -1.26388], [-1.28157, -1.66024, -0.65637], [-1.61593, 0.86864, -1.17675], [0.70172, 2.26227, -0.37153]], "forces_ev_per_a": [[1.88, -1.84, 0.05], [-3.42, 1.75, 2.59], [-0.83, 0.26, -1.40], [-0.63, -0.18, 1.13], [-1.71, -1.81, -0.52], [1.48, 0.51, 1.70], [1.73, 2.46, -1.89], [-0.33, -1.64, 1.49], [1.64, -0.42, -2.44], [-0.16, 0.25, -1.10], [0.06, 0.40, 0.38], [0.67, 0.41, 0.19], [-0.38, -0.17, -0.17]]}

Entry 4:
{"formula": "C6H6O2", "method": "wB97M-V/def2-TZVPD", "relative_energy_kcal_mol": 84.83, "spin_multiplicity": 1, "lumo_ev": -0.32, "elements": ["C", "C", "C", "O", "C", "C", "C", "O", "H", "H", "H", "H", "H", "H"], "positions_angstrom": [[0.12711, -1.27922, 1.69864], [1.07534, -0.71645, 0.99984], [2.13815, 0.11940, 0.64261], [3.11350, 0.73209, 0.87835], [1.25842, -0.39536, -0.49081], [0.16979, 0.44129, -1.06359], [-0.53096, 1.31111, -0.33513], [-1.51659, 2.02575, -0.87301], [0.08714, -1.25531, 2.68792], [-0.71173, -1.67511, 1.07623], [1.69178, -1.09178, -1.07997], [-0.03093, 0.18306, -2.15121], [-0.24292, 1.39414, 0.75698], [-1.73141, 1.62532, -1.73857]], "forces_ev_per_a": [[-1.00, -0.33, -4.29], [-0.07, -0.86, -0.61], [-0.20, -0.32, -1.27], [1.21, 0.88, 0.67], [-1.28, 2.51, 2.92], [0.24, -0.82, -1.21], [1.72, -1.38, 0.20], [-1.36, 0.70, -0.17], [-0.29, -0.07, 4.21], [0.62, 0.04, 0.95], [1.32, -2.23, -1.86], [-0.05, 0.83, 1.35], [-1.02, 0.62, -1.44], [0.16, 0.44, 0.57]]}

Entry 5:
{"formula": "C6H6O2", "method": "wB97M-V/def2-TZVPD", "relative_energy_kcal_mol": 81.30, "spin_multiplicity": 1, "lumo_ev": 0.87, "elements": ["C", "C", "C", "C", "O", "C", "C", "O", "H", "H", "H", "H", "H", "H"], "positions_angstrom": [[-2.10894, 0.37953, -0.15581], [-1.41637, -0.39754, 0.76267], [0.05641, -0.49066, 0.24786], [1.44801, -0.35672, 0.82265], [2.13969, -0.06550, -0.56905], [1.21475, 0.70674, -1.18077], [-0.00683, 0.52468, -0.70424], [-1.24335, 1.18112, -1.03945], [-3.26064, 0.48470, -0.12714], [-1.86560, -1.22931, 1.35399], [0.20975, -1.54237, -0.25413], [1.85182, -1.31796, 1.26718], [1.43954, 0.65689, 1.41013], [1.54176, 1.46639, -1.83390]], "forces_ev_per_a": [[0.43, 0.00, 1.88], [-0.35, -0.28, -1.85], [-2.12, -4.55, 1.63], [-0.01, 1.46, -0.52], [-0.04, -0.74, 2.76], [-0.81, 1.16, -0.04], [0.29, 3.39, -3.70], [-0.31, -3.37, 2.43], [2.33, 0.26, -0.65], [0.18, 1.23, -0.33], [-0.83, 1.32, 0.40], [-0.14, 1.63, -0.45], [0.85, -1.94, -0.67], [0.53, 0.42, -0.90]]}

Entry 6:
{"formula": "C6H6O2", "method": "wB97M-V/def2-TZVPD", "relative_energy_kcal_mol": 72.13, "spin_multiplicity": 1, "lumo_ev": 0.66, "elements": ["C", "C", "C", "C", "C", "O", "C", "O", "H", "H", "H", "H", "H", "H"], "positions_angstrom": [[1.06459, 1.55988, -2.44796], [0.79542, 1.05164, -1.40965], [0.55051, 0.68050, -0.13023], [-0.31978, -0.26872, 0.23008], [-1.19364, -1.09549, -0.64093], [-0.48516, -0.53066, 1.49315], [0.30228, -0.21416, 2.53217], [1.19587, 0.59727, 2.39833], [1.30374, 1.69069, -3.44339], [1.25540, 1.03178, 0.57562], [-0.72340, -2.07298, -0.86204], [-1.60074, -0.48535, -1.68916], [-2.21814, -1.31709, -0.05634], [0.07305, -0.62730, 3.45037]], "forces_ev_per_a": [[0.10, -0.17, -0.82], [-0.10, 0.50, -1.16], [-0.21, -1.34, 1.05], [0.75, 1.69, -2.59], [-3.82, 0.88, -1.57], [-1.55, -2.70, 4.24], [2.12, 3.30, -3.12], [-0.36, -1.07, 1.42], [0.34, 0.59, -1.27], [0.03, 0.57, 0.50], [-0.30, 0.60, -0.19], [1.69, -1.89, 3.04], [2.35, 0.40, -1.23], [-1.05, -1.36, 1.70]]}

Entry 7:
{"formula": "C6H6O3Sr", "method": "wB97M-V/def2-TZVPD", "charge": 1, "s2": 0.77, "spin_multiplicity": 2, "lumo_ev": [-6.56, -6.57], "elements": ["O", "C", "O", "C", "H", "H", "C", "H", "H", "H", "C", "C", "C", "O", "Sr", "H"], "positions_angstrom": [[1.56067, -3.40615, -0.13601], [0.37460, -3.06930, -0.22055], [-0.64333, -3.50456, 0.32621], [1.59819, 1.27117, 0.17013], [2.24824, 1.22355, -0.71662], [2.07430, 0.62568, 0.92304], [1.49515, 2.69923, 0.67735], [0.90565, 2.76980, 1.61073], [2.48379, 3.08337, 0.95417], [1.14926, 3.39801, -0.10892], [0.11684, -1.82586, -1.15533], [0.25868, -0.59490, -0.82149], [0.27748, 0.64975, -0.19917], [-0.81579, 1.24293, 0.05972], [-1.82506, 3.32267, -0.40764], [0.30407, -1.94011, -2.26151]], "forces_ev_per_a": [[-1.00, 1.13, -0.91], [0.92, -2.65, 2.35], [-0.06, 1.03, -0.93], [0.31, -0.08, -0.21], [-0.08, 0.01, 0.30], [-0.09, 0.20, -0.13], [0.27, 0.16, 0.54], [-0.04, 0.03, -0.54], [-0.13, -0.09, -0.16], [-0.18, -0.05, 0.13], [1.38, 2.32, -2.38], [-0.54, 0.40, 1.43], [1.35, -2.70, -1.04], [-2.49, 3.08, -0.07], [0.98, -1.85, 0.56], [-0.61, -0.95, 1.06]]}

Entry 8:
{"formula": "C6H6O6Tl", "method": "wB97M-V/def2-TZVPD", "charge": -1, "relative_energy_kcal_mol": 0.00, "spin_multiplicity": 1, "lumo_ev": 2.55, "elements": ["O", "C", "O", "O", "C", "H", "C", "H", "H", "H", "O", "C", "C", "C", "O", "O", "Tl", "H", "H"], "positions_angstrom": [[-1.10682, -0.80516, -1.34398], [-2.45792, -1.13890, -1.34251], [-2.77288, -1.77871, -0.30863], [-3.17025, -0.67621, -2.22823], [-0.71437, 0.52399, -1.60527], [-1.38661, 1.00470, -2.32363], [0.73946, 0.58417, -1.85785], [1.15873, -0.35771, -2.23133], [0.99361, 1.42775, -2.50998], [-0.80578, 1.15249, -0.48719], [-0.09495, 1.69658, 1.24486], [1.03258, 1.32371, 1.45838], [1.82311, 0.58238, 2.23284], [1.39873, -0.76422, 2.73841], [2.28901, -1.56439, 3.06526], [0.15126, -1.01797, 2.73846], [-1.18262, -1.94221, 1.14405], [1.23873, 0.86048, -0.68860], [2.86696, 0.88925, 2.30496]], "forces_ev_per_a": [[1.10, -0.59, 0.00], [-1.39, 1.93, -0.57], [-2.07, -0.32, -1.59], [0.38, -0.51, 0.08], [-1.64, 1.99, 3.58], [0.28, -0.29, -0.10], [2.25, 1.04, 2.95], [-0.04, 0.30, 0.10], [0.10, -0.24, 0.13], [-0.55, -1.60, -3.59], [3.42, 0.17, -0.40], [-4.53, -1.04, 2.43], [1.92, 1.94, -1.35], [-0.32, -1.91, 0.09], [-0.06, 0.95, -0.04], [0.99, 1.57, 1.12], [1.15, -1.92, 0.95], [-0.77, -1.13, -3.87], [-0.21, -0.38, 0.08]]}